{"formula": "C31H38F6IrN4OP2", "method": "ωB97M-V with the def2-TZVPD basis set", "species": ["Ir", "C", "C", "C", "C", "C", "C", "C", "C", "C", "H", "H", "H", "H", "H", "H", "H", "H", "H", "H", "H", "H", "H", "H", "H", "P", "P", "N", "N", "N", "N", "C", "C", "C", "C", "C", "C", "C", "C", "C", "C", "C", "C", "C", "C", "C", "C", "C", "C", "H", "H", "H", "H", "H", "H", "H", "H", "H", "H", "H", "H", "H", "H", "H", "H", "H", "H", "H", "H", "C", "C", "O", "C", "F", "F", "F", "C", "F", "F", "F", "H", "H", "H"], "xyz": [[0.261, -0.673, 2.892], [-0.969, 2.157, 3.125], [-1.253, 1.048, 2.319], [-1.077, 1.128, 0.813], [0.112, 0.382, 0.223], [1.148, -0.105, 1.205], [1.620, 0.781, 2.259], [1.434, 2.294, 2.213], [0.266, 2.941, 3.016], [1.544, -2.063, 3.489], [-1.718, 2.482, 3.852], [-2.169, 0.490, 2.602], [-1.065, 2.164, 0.447], [-1.998, 0.697, 0.388], [-0.247, -0.518, -0.316], [0.601, 1.027, -0.521], [1.907, -0.786, 0.786], [2.574, 0.464, 2.711], [1.378, 2.638, 1.173], [2.365, 2.704, 2.634], [0.651, 3.239, 4.010], [0.031, 3.896, 2.507], [2.291, -1.637, 4.188], [2.092, -2.446, 2.612], [1.011, -2.896, 3.980], [1.806, -0.925, -1.881], [-2.060, -0.195, -1.858], [3.139, 0.152, -2.322], [2.323, -2.185, -3.013], [-2.182, 1.467, -2.515], [-3.485, -0.755, -2.753], [0.554, -0.147, -3.011], [-0.806, -0.885, -3.045], [4.267, 0.335, -1.510], [5.206, 1.079, -2.216], [4.655, 1.354, -3.510], [3.395, 0.772, -3.550], [2.615, -3.493, -2.615], [2.955, -4.234, -3.735], [2.864, -3.366, -4.869], [2.492, -2.116, -4.400], [-2.437, 2.668, -1.820], [-2.164, 3.741, -2.654], [-1.678, 3.196, -3.897], [-1.775, 1.815, -3.810], [-4.278, -0.205, -3.775], [-5.172, -1.176, -4.222], [-4.899, -2.378, -3.478], [-3.867, -2.099, -2.602], [0.925, -0.097, -4.046], [0.456, 0.889, -2.649], [-1.232, -0.888, -4.067], [-0.696, -1.951, -2.776], [4.275, -0.080, -0.512], [6.184, 1.373, -1.859], [5.127, 1.893, -4.326], [2.676, 0.752, -4.357], [2.547, -3.745, -1.564], [3.249, -5.276, -3.744], [3.055, -3.619, -5.904], [2.341, -1.193, -4.943], [-2.808, 2.669, -0.804], [-2.319, 4.796, -2.418], [-1.283, 3.740, -4.755], [-1.578, 1.068, -4.569], [-4.149, 0.819, -4.090], [-5.932, -1.046, -4.977], [-5.407, -3.328, -3.579], [-3.362, -2.705, -1.867], [-0.068, 0.710, 6.163], [-0.915, -0.520, 5.828], [-0.871, -1.034, 4.538], [-0.519, -1.677, 6.858], [-0.645, -1.286, 8.168], [-1.245, -2.805, 6.692], [0.795, -2.004, 6.674], [-2.454, -0.172, 6.095], [-2.670, 0.337, 7.348], [-2.847, 0.787, 5.200], [-3.263, -1.242, 5.918], [0.991, 0.434, 6.192], [-0.347, 1.070, 7.155], [-0.264, 1.503, 5.433]], "total_energy_ha": -2883.663252, "charge": 2, "multiplicity": 6, "lumo_ev": [-5.37, -9.46]}